1.
Entry from the Open Molecules 2025 dataset: a 10-piece molecular cluster, C40H64IO21P overall in a non-equilibrium geometry (the ωB97M-V functional and the def2-TZVPD basis).

Output
- Gap between HOMO and LUMO: 0.089 Eh
- Strongest force on any atom: 4.9 eV/Å
- E_HOMO: 0.5 eV
- E_tot: -3781.601476 a.u.
- ΔE to the lowest compared entry with this formula, charge and spin: 167.1 kJ/mol

Structure (ORCA input):
```
! RIJCOSX wB97M-V def2-TZVPD def2/J DEFGRID3
* xyz -2 1
O 0.564 -0.938 -1.575
C 0.063 -1.418 -2.683
O 0.235 -0.746 -3.868
P -0.879 -3.109 -2.495
I 0.832 -3.791 -0.739
C -2.144 -2.628 -3.843
C -3.631 -3.176 -3.615
C -4.466 -2.407 -2.482
O -3.792 -1.245 -1.930
H -0.001 -3.656 -3.505
H -1.551 -4.405 -2.369
H -1.652 -2.548 -1.416
H -2.237 -1.501 -4.026
H -1.784 -3.076 -4.839
H -4.196 -2.991 -4.602
H -3.700 -4.300 -3.439
H -5.445 -2.037 -2.957
H -4.771 -3.178 -1.703
H -4.269 -1.049 -1.099
O -4.639 -4.764 -0.467
C -4.713 -4.693 0.726
O -3.743 -5.126 1.577
C -4.196 -4.993 2.926
C -5.287 -3.946 2.879
C -5.889 -4.165 1.506
H -4.568 -5.965 3.267
H -3.365 -4.689 3.563
H -6.007 -4.037 3.694
H -4.844 -2.947 2.930
H -6.676 -4.922 1.521
H -6.259 -3.235 1.075
O -3.342 4.088 -0.354
C -2.474 3.555 -1.008
O -1.222 4.061 -1.161
C -0.487 3.238 -2.082
C -1.180 1.898 -2.060
C -2.622 2.284 -1.799
H -0.519 3.707 -3.070
H 0.552 3.163 -1.760
H -1.036 1.324 -2.979
H -0.804 1.297 -1.228
H -3.160 2.503 -2.726
H -3.143 1.521 -1.222
O 2.387 -7.278 -2.061
C 2.345 -7.533 -0.889
O 1.211 -7.488 -0.139
C 1.537 -7.741 1.231
C 2.853 -8.483 1.198
C 3.525 -7.902 -0.027
H 1.613 -6.783 1.754
H 0.745 -8.334 1.692
H 3.434 -8.369 2.111
H 2.671 -9.553 1.043
H 4.089 -6.997 0.209
H 4.161 -8.634 -0.524
O 4.296 -6.887 3.675
C 4.794 -7.832 4.225
O 4.816 -9.099 3.710
C 5.386 -9.991 4.674
C 6.212 -9.117 5.591
C 5.437 -7.815 5.586
H 4.574 -10.498 5.203
H 5.997 -10.739 4.165
H 6.347 -9.543 6.586
H 7.203 -8.955 5.156
H 4.655 -7.803 6.349
H 6.095 -6.954 5.697
O 4.429 5.728 2.639
C 3.647 5.624 1.727
O 3.934 5.960 0.443
C 2.752 5.818 -0.363
C 1.870 4.854 0.395
C 2.220 5.157 1.838
H 2.290 6.800 -0.479
H 3.022 5.437 -1.347
H 0.810 4.970 0.167
H 2.156 3.825 0.156
H 1.609 5.968 2.242
H 2.145 4.269 2.465
O -0.835 6.196 3.412
C -1.770 6.830 3.005
O -2.430 7.768 3.741
C -3.555 8.250 2.997
C -3.232 7.954 1.549
C -2.411 6.684 1.652
H -4.451 7.724 3.339
H -3.683 9.319 3.177
H -4.119 7.854 0.922
H -2.615 8.757 1.135
H -3.041 5.791 1.649
H -1.660 6.626 0.865
O 9.430 1.714 4.862
C 8.485 2.340 4.456
O 7.826 3.277 5.189
C 6.691 3.748 4.447
C 7.004 3.444 3.005
C 7.834 2.181 3.106
H 5.801 3.219 4.799
H 6.557 4.816 4.619
H 6.113 3.335 2.386
H 7.612 4.249 2.582
H 7.210 1.284 3.115
H 8.579 2.123 2.315
O 2.147 7.140 -2.809
C 2.696 8.184 -3.031
O 2.534 8.900 -4.178
C 3.413 10.030 -4.162
C 3.731 10.268 -2.702
C 3.688 8.867 -2.127
H 4.305 9.785 -4.747
H 2.917 10.888 -4.618
H 4.682 10.778 -2.546
H 2.943 10.876 -2.246
H 4.653 8.362 -2.210
H 3.342 8.866 -1.094
O -6.463 -4.088 -4.091
C -7.391 -3.449 -4.493
O -8.049 -2.509 -3.754
C -9.168 -2.017 -4.496
C -8.846 -2.308 -5.945
C -8.033 -3.584 -5.849
H -10.068 -2.540 -4.157
H -9.289 -0.949 -4.310
H -9.733 -2.399 -6.574
H -8.223 -1.507 -6.354
H -8.667 -4.473 -5.855
H -7.280 -3.642 -6.634
*
```

=====

2.
Entry from the Open Molecules 2025 dataset: C5H8BrF6NO9S3V as an isolated structure in a non-equilibrium geometry (the ωB97M-V functional and the def2-TZVPD basis).

Output
- Gap between HOMO and LUMO (spin up / spin down): 0.302 / 0.150 Eh
- Strongest force on any atom: 6.0 eV/Å
- E_HOMO (spin up / spin down): -10.8 / -10.8 eV
- ⟨S²⟩: 0.754
- E_tot: -6238.838850 a.u.

Structure (ORCA input):
```
! RIJCOSX wB97M-V def2-TZVPD def2/J DEFGRID3
* xyz 0 2
O -23.431 1.226 -14.398
V -23.068 0.234 -13.250
O -22.726 0.977 -11.886
Br -20.967 -1.157 -13.981
C -25.910 -2.475 -14.948
F -26.149 -3.634 -14.286
F -24.665 -2.380 -15.342
F -26.828 -2.166 -15.972
S -26.102 -1.082 -13.561
O -26.278 0.191 -14.253
O -27.272 -1.544 -12.779
N -24.550 -1.170 -12.750
S -24.694 -2.249 -11.626
O -25.252 -3.554 -11.970
O -23.360 -2.204 -10.984
C -25.848 -1.364 -10.249
F -26.974 -1.956 -10.081
F -25.200 -1.420 -9.040
F -26.091 -0.079 -10.517
O -18.764 2.244 -7.874
S -19.937 1.361 -7.595
O -20.395 1.162 -6.206
O -21.230 1.804 -8.558
C -22.468 1.148 -8.534
C -23.163 0.733 -7.138
C -19.519 -0.318 -8.282
H -22.300 0.174 -8.994
H -23.057 1.788 -9.191
H -22.649 -0.190 -6.870
H -24.220 0.507 -7.278
H -22.890 1.559 -6.481
H -19.034 -0.211 -9.252
H -20.419 -0.909 -8.454
H -18.856 -0.772 -7.546
*
```

=====

3.
Entry from the Open Molecules 2025 dataset: a 2-piece molecular cluster, C5H15N2 overall in a non-equilibrium geometry (the ωB97M-V functional and the def2-TZVPD basis).

Output
- Gap between HOMO and LUMO: 0.184 Eh
- Strongest force on any atom: 1.3 eV/Å
- E_HOMO: -13.6 eV
- E_tot: -308.605601 a.u.
- ΔE to the lowest compared entry with this formula, charge and spin: 491.1 kJ/mol

Structure (ORCA input):
```
! RIJCOSX wB97M-V def2-TZVPD def2/J DEFGRID3
* xyz 1 1
N 1.719 0.502 1.528
C 1.774 0.492 0.057
C 3.202 0.292 -0.412
C 0.879 -0.634 -0.462
N -0.423 -0.540 0.034
C -1.273 -1.610 -0.271
C -3.644 1.161 0.134
H -3.265 0.984 -0.874
H 1.578 1.409 1.948
H 1.029 -0.146 1.896
H 1.368 1.417 -0.374
H 3.636 -0.547 0.137
H 3.807 1.149 -0.110
H 3.335 0.146 -1.482
H 1.340 -1.632 -0.331
H 0.809 -0.537 -1.570
H -1.803 -1.304 -1.199
H -2.026 -1.738 0.509
H -0.788 -2.555 -0.532
H -4.059 2.161 0.211
H -4.409 0.424 0.359
H -2.785 1.106 0.804
*
```